Entry 1:
C3H2FO3 | wB97M-V/def2-TZVPD

```
! RIJCOSX wB97M-V def2-TZVPD def2/J DEFGRID3
* xyz -1 1
C -1.358 0.724 -0.620
C 1.786 -0.172 0.461
C -0.829 -0.320 0.390
O -2.504 0.530 -1.022
O -0.510 1.577 -0.900
O 0.481 -0.612 0.532
F -1.532 -1.447 0.736
H 2.000 0.716 -0.107
H 2.467 -0.997 0.528
*
```

- ΔE to the lowest compared entry with this formula, charge and spin (kcal per mole) = 96.16
- HOMO-LUMO gap (spin up / spin down) (eV) = 8.17 / 7.38
- lowest unoccupied orbital energy (spin up / spin down) (eV) = 4.19 / 4.08
- calculated total energy (Eh) = -441.0422


Entry 2:
C3H2FOZn | wB97M-V/def2-TZVPD

```
! RIJCOSX wB97M-V def2-TZVPD def2/J DEFGRID3
* xyz 1 1
C -1.225 -0.019 0.148
O 0.787 1.632 0.083
C 1.088 0.467 -0.226
C -0.031 -0.506 -0.231
F -2.363 -0.525 -0.334
H -1.395 0.687 0.964
H 0.167 -1.580 -0.239
Zn 2.971 -0.155 -0.164
*
```

- ΔE to the lowest compared entry with this formula, charge and spin (kcal per mole) = 0.00
- HOMO-LUMO gap (spin up / spin down) (eV) = 7.16 / 7.16
- lowest unoccupied orbital energy (spin up / spin down) (eV) = -7.33 / -7.32
- calculated total energy (Eh) = -2069.5283


Entry 3:
C3H2I2N2O | wB97M-V/def2-TZVPD

```
! RIJCOSX wB97M-V def2-TZVPD def2/J DEFGRID3
* xyz 0 1
C -0.811 0.907 -0.557
C -2.237 0.612 -0.311
C -2.545 -0.579 0.028
N -0.085 -0.090 -0.661
N -0.525 -1.308 -0.595
O 0.099 -2.182 0.222
I -3.453 2.394 0.054
I -3.928 -2.131 -0.004
H -0.459 1.822 -0.871
H 0.357 -1.556 0.977
*
```

- ΔE to the lowest compared entry with this formula, charge and spin (kcal per mole) = 121.49
- HOMO-LUMO gap (spin up / spin down) (eV) = 7.31 / 7.31
- lowest unoccupied orbital energy (spin up / spin down) (eV) = -1.02 / -1.02
- calculated total energy (Eh) = -895.4352